Record 1
Formula: C30H45F4N4O3
Source: the Open Molecules 2025 dataset
Level of theory: ωB97M-V/def2-TZVPD

HOMO-LUMO gap in eV: 9.194
HOMO in eV: -11.51
DFT total energy in eV: -54796.3493

```
! wB97M-V def2-TZVPD RIJCOSX def2/J DEFGRID3
* xyz 1 1
C 7.4435 0.3719 1.5038
C 7.3137 -1.1894 1.1717
O 7.8702 -1.7566 0.2010
O 6.4703 -2.0230 2.0123
C 5.2703 -2.2263 1.1937
C 3.9745 -2.2398 2.1653
C 2.7879 -1.5249 1.3202
C 1.3202 -1.9538 1.8287
C 0.4460 -0.7099 2.4256
C -1.1138 -0.9554 2.1151
C -1.8505 0.1910 1.2670
C -3.4041 -0.0049 1.7561
C -3.8018 -1.1895 0.7340
C -2.6994 -1.1660 -0.4754
C -3.2415 -1.4921 -1.9537
C -4.7540 -1.0026 -2.2426
F -5.6198 -2.1833 -2.1886
N -1.8625 0.1036 -0.2556
C -0.5336 -0.2578 -0.8462
C 0.6493 0.7848 -0.6262
C 0.6039 2.1351 0.1197
C 1.8367 3.1087 0.2377
C 3.1966 2.7273 -0.4166
C 3.2678 1.3667 -1.1885
C 2.0315 0.4081 -1.2879
C -2.6150 1.3080 -0.7449
C -2.3061 1.7756 -2.2458
O -1.1809 2.6522 -2.4096
C -3.6096 2.6505 -2.7199
F -4.1584 3.4376 -1.6678
F -3.0920 3.6042 -3.6668
F -4.5639 1.8928 -3.4362
H 6.7218 0.7009 2.3343
H 7.1749 0.9947 0.5681
H 8.5437 0.5574 1.7834
H 5.3422 -3.1555 0.5262
H 5.1437 -1.3262 0.4726
H 3.6342 -3.3219 2.3857
H 4.1155 -1.6144 3.1127
H 2.9147 -0.3888 1.2962
H 2.8615 -1.8795 0.2181
H 0.7587 -2.5529 1.0301
H 1.4898 -2.6915 2.7066
H 0.8521 0.3108 2.1253
H 0.5931 -0.7828 3.5726
H -1.6430 -0.9749 3.1446
H -1.2138 -2.0161 1.7052
H -1.6051 1.1953 1.7476
H -4.1401 0.8479 1.4774
H -3.5991 -0.1165 2.8695
H -4.8912 -1.3827 0.4617
H -3.5097 -2.1299 1.3461
H -2.1340 -2.1465 -0.2341
H -2.5054 -1.1952 -2.7972
H -3.2886 -2.6480 -2.0206
H -5.1663 -0.2683 -1.4769
H -4.7973 -0.6469 -3.3240
H -0.6352 -0.4052 -1.9901
H -0.1481 -1.2778 -0.4588
H -0.3676 2.4908 0.5902
H 1.7079 4.1043 0.7931
H 4.0717 3.4525 -0.3105
H 4.2854 1.1220 -1.6742
H 2.1855 -0.5768 -1.8666
H -3.7632 1.1805 -0.6823
H -2.3922 2.2168 -0.0634
H -2.2067 0.9459 -3.0182
H -1.2758 3.3514 -1.7118
C -5.3857 2.5541 4.5096
C -4.0027 2.3210 4.0847
N -2.9156 2.1378 3.7517
H -5.5613 3.6064 4.7451
H -6.0983 2.2722 3.7305
H -5.6345 1.9756 5.4024
C -3.0929 -6.3752 -1.9236
C -3.0835 -5.3667 -0.8604
N -3.0761 -4.5752 -0.0237
H -3.8868 -7.1104 -1.7724
H -3.2522 -5.9224 -2.9051
H -2.1479 -6.9217 -1.9670
C 4.8709 4.4210 -4.1011
C 5.7492 3.5369 -3.3294
N 6.4371 2.8413 -2.7220
H 4.0370 4.7860 -3.4965
H 5.4090 5.2954 -4.4743
H 4.4446 3.9080 -4.9664
*
```

---

Record 2
Formula: H28O14
Source: the Open Molecules 2025 dataset
Level of theory: ωB97M-V/def2-TZVPD

HOMO-LUMO gap in eV: 9.287
HOMO in eV: -9.93
DFT total energy in eV: -29114.7425

```
! wB97M-V def2-TZVPD RIJCOSX def2/J DEFGRID3
* xyz 0 1
H -1.1188 0.2170 0.2156
H -0.3226 1.2455 -0.6938
H -5.1626 3.3680 -0.0785
H -4.7716 2.5307 0.9609
H 3.3190 0.4987 -3.2469
H 4.1646 -0.1455 -2.0214
H 1.7708 1.1719 0.1081
H 1.4248 1.7082 -1.1498
H 2.2641 4.6303 0.0729
H 3.3165 5.1665 -0.8916
H -3.1264 1.4270 -1.4447
H -3.1878 0.7366 -0.0937
H 2.6558 -2.0189 3.7049
H 2.3260 -2.0713 2.1793
H 0.4911 -3.5477 -0.3099
H 0.9532 -4.9060 -0.9145
H -0.7755 -0.2834 3.0435
H 0.0763 0.8665 3.2144
H 0.7241 1.9543 1.2433
H -0.7563 1.6245 1.0306
H 0.9775 -1.7238 -1.5970
H 1.8820 -1.5199 -2.8357
H 4.1721 -0.1652 1.2505
H 3.1170 -1.2055 0.8286
H -4.2167 -2.4525 1.0578
H -3.2830 -2.9849 -0.0257
H -3.8208 -1.8857 -2.2232
H -2.5578 -2.5470 -2.6821
O -0.2200 0.5156 -0.0837
O -4.8291 3.4868 0.7507
O 3.5258 0.5223 -2.2628
O 1.7282 2.0344 -0.3674
O 2.6234 4.6111 -0.8207
O -3.7510 0.9357 -0.8934
O 2.4609 -2.5823 2.9017
O 0.4766 -4.5471 -0.1948
O -0.8044 0.6712 3.3100
O -0.1516 2.3664 1.1166
O 1.8132 -1.5992 -1.8758
O 3.8054 -1.0522 1.4056
O -4.2664 -2.8930 0.2000
O -2.9462 -2.1576 -1.8876
*
```

---

Record 3
Formula: C45H62N4O4P2PdSi
Source: the Open Molecules 2025 dataset
Level of theory: ωB97M-V/def2-TZVPD

HOMO-LUMO gap (spin up / spin down) in eV: 6.613 / 5.870
HOMO (spin up / spin down) in eV: -13.90 / -13.82
DFT total energy in eV: -91745.4671

```
! wB97M-V def2-TZVPD RIJCOSX def2/J DEFGRID3
* xyz 2 1
Pd -0.4584 -0.3924 -0.0091
C 0.8636 -3.6642 -0.3021
Si 1.0629 -2.0973 0.6153
C 0.9510 -2.4585 2.4026
C 1.7127 -3.4920 2.9744
C 1.6757 -3.7194 4.3393
C 0.8546 -2.9375 5.1501
C 0.0669 -1.9490 4.5862
C 0.1265 -1.7078 3.2065
P -0.9279 -0.4908 2.3921
C -2.5492 -0.9559 3.0814
C -2.9121 -2.4467 2.8585
C -4.4307 -2.6571 2.9328
C -5.0372 -1.7952 4.0381
C -4.8648 -0.2902 3.7431
C -3.7253 -0.0296 2.7475
C -0.4948 1.1465 3.0662
C 1.0158 1.4015 2.9277
C 1.3939 2.8086 3.4069
C 0.8990 3.0538 4.8302
C -0.6040 2.8184 4.9285
C -0.9667 1.3917 4.5105
C 2.7213 -1.3439 0.3029
C 3.7810 -1.6910 1.1516
C 5.0981 -1.4210 0.8069
C 5.3782 -0.8343 -0.4140
C 4.3386 -0.4524 -1.2503
C 3.0059 -0.6617 -0.8755
P 1.6150 -0.1419 -1.9168
C 1.9154 1.6110 -2.4136
C 0.7197 2.2665 -3.1608
C 1.1364 3.4004 -4.1011
C 2.2008 4.2713 -3.4495
C 3.4582 3.4359 -3.1421
C 3.1980 1.9242 -3.2202
C 1.6014 -1.4378 -3.2325
C 2.9212 -1.3733 -4.0544
C 2.7396 -2.1225 -5.3749
C 1.7166 -1.4187 -6.2768
C 0.5774 -0.7865 -5.4565
C 0.3637 -1.5544 -4.1526
H 1.7590 -4.2542 -0.0788
H 0.8011 -3.5442 -1.3845
H -0.0037 -4.2279 0.0457
H 2.3320 -4.1324 2.3547
H 2.2740 -4.5110 4.7725
H 0.8119 -3.1170 6.2165
H -0.6026 -1.3930 5.2285
H -2.3194 -0.7996 4.1407
H -2.4212 -3.0493 3.6240
H -2.5311 -2.7927 1.9019
H -4.6337 -3.7113 3.1219
H -4.8948 -2.4177 1.9704
H -4.5478 -2.0511 4.9828
H -6.0912 -2.0317 4.1727
H -4.6669 0.2486 4.6727
H -5.7856 0.1281 3.3358
H -3.4367 1.0254 2.7772
H -4.0712 -0.2404 1.7432
H -1.0359 1.8509 2.4349
H 1.3507 1.2198 1.8998
H 1.5517 0.6776 3.5504
H 0.9619 3.5889 2.7635
H 2.4754 2.9295 3.3449
H 1.1489 4.0649 5.1503
H 1.4199 2.3693 5.5090
H -1.1302 3.5277 4.2768
H -0.9596 3.0029 5.9420
H -2.0419 1.2383 4.6055
H -0.4659 0.6960 5.1882
H 3.5841 -2.1689 2.1012
H 5.9008 -1.6856 1.4838
H 6.4025 -0.6669 -0.7219
H 4.5887 -0.0112 -2.1972
H 2.0356 2.0704 -1.4253
H 0.0581 2.6923 -2.4217
H 0.1544 1.5229 -3.7213
H 0.2476 3.9885 -4.3348
H 1.4992 3.0071 -5.0546
H 1.7915 4.7062 -2.5321
H 2.4557 5.1096 -4.0950
H 3.8482 3.6725 -2.1490
H 4.2540 3.6722 -3.8490
H 4.0777 1.4207 -2.8499
H 3.0568 1.6229 -4.2577
H 1.6589 -2.3207 -2.5924
H 3.7331 -1.8163 -3.4786
H 3.2066 -0.3475 -4.2754
H 2.4304 -3.1500 -5.1657
H 3.7060 -2.1911 -5.8740
H 1.3056 -2.1384 -6.9853
H 2.2159 -0.6522 -6.8720
H -0.3472 -0.7716 -6.0324
H 0.8091 0.2601 -5.2334
H 0.2314 -2.6151 -4.3858
H -0.5349 -1.2317 -3.6459
O -3.8866 3.5613 -2.9437
C -3.3000 4.1833 -1.9232
O -3.4834 5.3380 -1.6714
C -2.3651 3.3825 -1.0592
C -1.7014 3.9687 -0.0046
N -0.8913 3.0362 0.5269
N -0.9844 1.8627 -0.1097
C -1.8620 2.0716 -1.0839
C -1.9957 0.9905 -2.0887
O -2.7962 1.0707 -2.9979
O -1.1635 -0.0246 -1.9824
H -3.5863 2.6269 -3.0071
H -1.7606 4.9811 0.3665
H -0.2522 3.1385 1.3005
N -3.4717 -3.0168 -1.4566
C -4.2026 -1.8611 -1.3065
C -3.4243 -1.0364 -0.5692
N -2.2379 -1.6807 -0.2539
C -2.2947 -2.8630 -0.8339
H -3.7566 -3.8341 -1.9730
H -5.1782 -1.7286 -1.7419
H -3.6263 -0.0235 -0.2723
H -1.5339 -3.6227 -0.8095
*
```

---

Record 4
Formula: C40H72Br3F4N4O41S11
Source: the Open Molecules 2025 dataset
Level of theory: ωB97M-V/def2-TZVPD

HOMO-LUMO gap in eV: 9.104
HOMO in eV: -11.75
DFT total energy in eV: -472724.9730

```
! wB97M-V def2-TZVPD RIJCOSX def2/J DEFGRID3
* xyz 1 1
C -4.2677 1.8577 0.2219
C -4.1341 0.4124 0.7053
C -2.9549 0.1908 1.6507
N -1.7155 -0.0405 0.8939
N -0.7208 -0.7040 1.6091
C -0.7469 -2.1769 1.7824
C -1.9016 -2.7531 0.9910
O -2.9741 -2.9737 1.4241
Br -1.4631 -3.1119 -0.8534
C 0.2411 0.0037 2.1647
N 1.1104 -0.6724 2.9995
C 0.6906 -0.7326 4.4351
C -0.7767 -0.4676 4.7258
C -0.9625 -0.4587 6.2515
C 2.5156 -0.2935 2.7594
C 3.4241 -1.1162 3.6949
C 4.8345 -1.2860 3.1503
F 5.3936 -2.4472 3.6728
C 2.7320 1.2214 2.9501
C 3.9185 1.7771 2.1248
C 4.9211 2.5465 2.9962
C 5.6899 3.6077 2.2300
F 5.1000 4.8088 2.3359
F 5.7895 3.3350 0.9233
F 6.9351 3.7407 2.7020
C 1.4423 2.0392 2.7148
S 0.8813 2.7033 4.3211
N 0.3692 1.3281 1.9774
C 0.0073 1.9646 0.7560
Br -1.0977 3.4794 1.0536
C 0.3599 1.6811 -0.4893
C -0.0686 2.4465 -1.6947
Br 1.4787 0.1836 -0.8224
H -3.5175 2.1157 -0.5245
H -5.2449 1.9820 -0.2486
H -4.2275 2.5545 1.0594
H -5.0330 0.1688 1.2724
H -4.0509 -0.2590 -0.1522
H -2.8141 1.0936 2.2547
H -3.1596 -0.6239 2.3500
H -1.8381 -0.4227 -0.0382
H 0.1791 -2.5975 1.3903
H -0.8347 -2.4827 2.8212
H 1.2719 -0.0217 5.0277
H 0.9350 -1.7265 4.8155
H -1.1013 0.5088 4.3604
H -1.4369 -1.2270 4.3053
H -2.0174 -0.4034 6.5058
H -0.4906 -1.3274 6.7111
H -0.4645 0.4276 6.6477
H 2.8014 -0.5944 1.7522
H 2.9959 -2.1201 3.7617
H 3.4405 -0.7080 4.7045
H 5.4740 -0.4592 3.4651
H 4.8245 -1.3858 2.0647
H 2.9968 1.3649 3.9997
H 3.5578 2.4672 1.3622
H 4.4271 0.9626 1.6089
H 4.4050 3.0678 3.8035
H 5.6557 1.8923 3.4658
H 1.6684 2.9113 2.1109
H 0.0950 3.6852 3.8569
H 0.3557 3.4497 -1.6917
H 0.1753 1.9208 -2.6077
H -1.1551 2.5541 -1.6611
C 1.4952 7.7357 -1.8682
C 0.8357 6.3727 -1.7847
O -0.1797 6.5443 -0.7833
S -0.7669 8.0348 -0.8530
O -1.9605 8.0389 -1.6162
O -0.7260 8.5759 0.4558
O 0.4027 8.6569 -1.7427
H 2.1908 7.9009 -1.0438
H 1.9978 7.9067 -2.8157
H 1.5205 5.5892 -1.4707
H 0.3603 6.0944 -2.7274
C -4.4294 1.2193 -4.3556
C -3.8844 -0.1494 -4.6989
O -2.4496 0.0010 -4.5510
S -2.1384 1.0319 -3.3888
O -1.8508 0.3265 -2.1826
O -1.2091 1.9920 -3.8683
O -3.5838 1.6615 -3.2606
H -4.3160 1.9168 -5.1854
H -5.4645 1.1995 -4.0371
H -4.1158 -0.4516 -5.7129
H -4.2277 -0.9094 -3.9951
C 1.3479 3.4812 9.9203
C 1.0434 3.2600 8.4524
O 0.7321 1.8576 8.3725
S -0.0049 1.3874 9.7162
O -1.4069 1.3904 9.5140
O 0.6692 0.2414 10.2094
O 0.3836 2.6588 10.5982
H 2.3492 3.1381 10.1845
H 1.2164 4.5130 10.2324
H 1.8894 3.4743 7.8054
H 0.1722 3.8325 8.1287
C 7.9599 -2.4751 1.5750
C 6.9009 -2.9909 0.6251
O 7.4870 -2.8496 -0.6736
S 9.0701 -3.0840 -0.5780
O 9.3699 -4.4258 -0.9306
O 9.7201 -1.9968 -1.2060
O 9.1873 -2.9556 1.0122
H 7.9902 -1.3830 1.5970
H 7.8416 -2.8603 2.5835
H 5.9773 -2.4232 0.6610
H 6.6850 -4.0465 0.8025
C -5.4600 -3.6262 -9.1360
C -4.4961 -3.5911 -7.9700
O -4.0817 -2.2124 -7.9058
S -5.2932 -1.2659 -8.3532
O -5.9567 -0.7868 -7.1900
O -4.8124 -0.3651 -9.3349
O -6.1915 -2.3910 -9.0252
H -4.9299 -3.6312 -10.0899
H -6.1431 -4.4699 -9.0963
H -3.6259 -4.2235 -8.1172
H -4.9889 -3.8519 -7.0316
C 1.1433 0.7250 13.4018
C 0.1983 -0.2308 14.1003
O 1.0588 -0.9953 14.9556
S 2.2595 -0.0813 15.4856
O 1.9479 0.4277 16.7707
O 3.4764 -0.7633 15.2381
O 2.0778 1.1029 14.4233
H 1.6844 0.2336 12.5931
H 0.6438 1.6130 13.0252
H -0.3119 -0.9000 13.4135
H -0.5325 0.2975 14.7156
C -8.2315 5.1322 -4.5901
C -7.3615 4.7102 -3.4229
O -7.8557 3.4036 -3.0829
S -8.3496 2.6479 -4.4022
O -7.3152 1.7889 -4.8690
O -9.6545 2.1526 -4.1768
O -8.3943 3.9249 -5.3529
H -9.2136 5.4753 -4.2627
H -7.7654 5.8873 -5.2163
H -7.4579 5.3622 -2.5600
H -6.3114 4.6271 -3.7099
C -10.3124 -5.1135 -11.4513
C -9.2610 -4.6076 -12.4191
O -8.0177 -4.9345 -11.7735
S -8.1752 -6.2981 -10.9571
O -7.6834 -7.3768 -11.7304
O -7.7104 -6.0651 -9.6334
O -9.7669 -6.3493 -10.9582
H -10.4505 -4.4323 -10.6104
H -11.2681 -5.3128 -11.9270
H -9.3078 -3.5345 -12.5778
H -9.3057 -5.1281 -13.3769
C 10.5704 -7.7522 -2.2510
C 10.1278 -7.4655 -0.8316
O 9.9378 -8.7704 -0.2615
S 10.9964 -9.7964 -0.8804
O 12.1084 -9.9235 -0.0106
O 10.2892 -10.9355 -1.3393
O 11.4354 -8.8902 -2.1228
H 9.7285 -8.0221 -2.8909
H 11.1224 -6.9293 -2.6956
H 9.1990 -6.9088 -0.7809
H 10.9003 -6.9418 -0.2667
C 0.1110 0.1486 -6.2347
C 0.3369 1.1605 -7.3400
O 0.9614 2.2651 -6.6639
S 1.8931 1.7303 -5.4909
O 3.2393 1.6568 -5.9223
O 1.5496 2.4331 -4.3030
O 1.2953 0.2513 -5.4214
H -0.7575 0.4053 -5.6252
H 0.0202 -0.8696 -6.6020
H -0.5855 1.5018 -7.7997
H 1.0186 0.7857 -8.1049
*
```

---

Record 5
Formula: C21H25F3O2P
Source: the Open Molecules 2025 dataset
Level of theory: ωB97M-V/def2-TZVPD

HOMO-LUMO gap in eV: 5.391
HOMO in eV: -2.82
DFT total energy in eV: -43715.6430

```
! wB97M-V def2-TZVPD RIJCOSX def2/J DEFGRID3
* xyz -1 1
O 3.1267 -1.9186 -0.3705
C 2.1663 -1.7974 -1.1216
O 2.1853 -0.8442 -2.0815
C 0.9582 -2.6887 -1.0487
C -0.1659 -2.3564 -2.0296
P -1.5486 -1.2213 -1.2731
H 2.7546 -0.1389 -1.7458
H 1.3642 -3.6882 -1.2295
H 0.5885 -2.6994 -0.0218
H -0.6315 -3.2875 -2.3637
H 0.2004 -1.8597 -2.9283
H -2.1078 -1.0994 -2.6435
H -2.3392 -2.4600 -0.9878
H -0.9301 -1.2511 0.0766
H -0.7154 -0.0060 -1.5642
H -2.6133 -0.4582 -0.7461
F -2.5918 -2.2736 1.6102
C -2.2670 -3.1965 2.5079
C -3.1118 -4.2728 2.7126
C -2.7615 -5.2344 3.6495
C -1.5830 -5.1090 4.3736
C -0.7491 -4.0196 4.1554
C -1.0862 -3.0574 3.2149
H -4.0270 -4.3480 2.1412
H -3.4103 -6.0851 3.8142
H -1.3145 -5.8604 5.1054
H 0.1691 -3.9187 4.7193
H -0.4475 -2.2061 3.0205
F -3.3587 1.4735 -0.5719
C -2.7706 2.2102 0.3690
C -1.8344 3.1568 -0.0034
C -1.2261 3.9228 0.9794
C -1.5484 3.7304 2.3170
C -2.4865 2.7701 2.6711
C -3.1073 2.0054 1.6940
H -1.5899 3.2808 -1.0495
H -0.4953 4.6712 0.7007
H -1.0669 4.3269 3.0817
H -2.7348 2.6133 3.7129
H -3.8434 1.2546 1.9472
F 3.0344 1.6820 -1.1206
C 3.4753 2.5891 -2.0127
C 3.4461 3.9264 -1.6729
C 3.9043 4.8596 -2.5911
C 4.3733 4.4469 -3.8311
C 4.3886 3.0963 -4.1525
C 3.9412 2.1550 -3.2376
H 3.0688 4.2251 -0.7041
H 3.8939 5.9113 -2.3378
H 4.7257 5.1784 -4.5465
H 4.7488 2.7730 -5.1199
H 3.9502 1.0973 -3.4670
*
```

---

Record 6
Formula: C8H9FOS
Source: the Open Molecules 2025 dataset
Level of theory: ωB97M-V/def2-TZVPD

HOMO-LUMO gap (spin up / spin down) in eV: 8.194 / 6.818
HOMO (spin up / spin down) in eV: -8.37 / -7.51
DFT total energy in eV: -24035.0282

```
! wB97M-V def2-TZVPD RIJCOSX def2/J DEFGRID3
* xyz 0 1
C -1.8632 1.3045 0.0251
C -1.0224 2.2565 -0.4686
C -2.0352 -0.1344 0.1363
C -1.6819 -1.2029 -0.5854
C 1.0747 -1.3534 0.3385
C 1.9935 -0.0794 0.6631
C 0.6453 -1.4675 -1.1263
C 1.1120 1.1735 0.8034
O -0.7636 -1.7424 -1.3430
F -3.1103 -0.3834 0.9809
S 0.7008 1.8868 -0.7478
H -2.9164 1.7239 0.4129
H -1.2362 3.3468 -0.4011
H 1.5345 -2.2281 0.6676
H 0.1302 -1.1935 0.9724
H 2.5325 -0.1688 1.5541
H 2.4993 -0.0163 -0.2797
H 0.8439 -0.4445 -1.5739
H 1.2884 -2.2327 -1.4878
H 0.2740 0.9552 1.4594
*
```